## A
The following is a quantum chemistry calculation of 2 unconnected molecules or ions with the total composition CH2FNO2, from the Open Molecules 2025 dataset.

Calculated values
* LUMO (alpha / beta): -2.23 / -2.03 eV
* frontier orbital gap (alpha / beta): 8.8 / 9.0 eV
* HOMO energy (alpha / beta): -11.04 / -11.07 eV

XYZ file:
```
7
CH2FNO2, DFT ωB97M-V/def2-TZVPD
F 1.817 -1.102 -0.291
O -0.782 -1.266 0.202
O 1.061 1.495 -0.222
N 0.077 -0.406 0.579
C 0.087 0.918 0.113
H -1.217 -1.138 -0.621
H -1.042 1.499 0.239
```

## B
The following is a quantum chemistry calculation of a single CH2FNO2 molecule, from the Open Molecules 2025 dataset.

Calculated values
* LUMO: 0.33 eV
* frontier orbital gap: 10.0 eV
* HOMO energy: -9.71 eV

XYZ file:
```
7
CH2FNO2, DFT ωB97M-V/def2-TZVPD
F -1.900 -0.573 0.062
O -1.075 1.532 0.058
O 1.558 -0.559 0.089
N 0.271 -0.981 -0.031
C -0.689 0.033 0.023
H 1.961 -1.295 -0.377
H -0.126 1.844 0.175
```

## C
The following is a quantum chemistry calculation of 2 unconnected molecules or ions with the total composition CH2FNO2, from the Open Molecules 2025 dataset.

Calculated values
* LUMO (alpha / beta): -1.68 / -1.81 eV
* frontier orbital gap (alpha / beta): 9.1 / 9.2 eV
* HOMO energy (alpha / beta): -10.83 / -11.04 eV

XYZ file:
```
7
CH2FNO2, DFT ωB97M-V/def2-TZVPD
F 1.233 1.256 0.992
O -0.937 0.930 2.390
O -2.093 0.697 0.581
N -1.056 0.836 1.194
C 0.142 0.845 0.390
H 0.207 -1.124 0.323
H 0.052 1.108 -0.657
```

B is the most stable structure shown above.